An isolated molecule of C3H6N4, computed with ωB97M-V with the def2-TZVPD basis set.

E_LUMO (spin up / spin down)   1.004 / -1.845 eV
<S²>   2.009
E_tot   -9161.466 eV
Total charge   0
Kohn-Sham gap (spin up / spin down)   0.225 / 0.269 Eh
2S+1   3

```
13
Properties=species:S:1:pos:R:3:forces:R:3
C -0.4446 -1.0919 -0.1370 -1.9 -2.4 2.1
C -0.5240 0.1871 -0.9998 -0.2 -4.5 0.7
C -0.6626 0.5319 1.2507 -0.9 2.4 2.1
N -0.2582 -0.7511 1.1422 -1.2 -3.5 -1.0
N -0.8846 1.0848 0.0397 -0.1 1.9 -4.1
N 1.7305 0.1018 -0.2250 -0.2 -0.9 0.3
N 0.8201 -0.4300 -1.1004 3.0 2.7 -0.9
H -0.6710 -2.1747 -0.4785 0.9 2.0 0.6
H -0.9606 -0.1684 -1.9751 -0.4 1.8 1.0
H -1.4911 1.8406 -0.2147 0.0 0.3 0.4
H 1.3096 0.1790 0.7242 0.5 0.5 -0.9
H 2.4973 -0.5512 -0.0675 0.1 0.2 -0.7
H -0.4609 1.2420 2.0412 0.2 -0.5 0.4
```
Positions in Å, forces in eV/Å.

Atomic partial charges in e from the Mulliken method, atoms 1 to 2: atom 1 (C): 0.06, atom 2 (C): 0.09



A cluster of 2 separate species, C3H7NO3 in total, computed with ωB97M-V with the def2-TZVPD basis set.

E_LUMO (spin up / spin down)   -0.733 / 0.323 eV
E_tot   -10851.528 eV
Total charge   0
Kohn-Sham gap (spin up / spin down)   0.272 / 0.307 Eh
2S+1   1

```
14
Properties=species:S:1:pos:R:3:forces:R:3
C 0.6101 -0.4126 -1.4591 0.0 0.3 0.4
N -0.7816 -0.7473 -1.6355 0.2 -0.8 -1.2
C 0.7477 -0.2352 0.0194 0.3 -0.5 0.1
C 0.2014 0.8446 0.7100 -0.8 0.2 0.2
O -1.6203 0.4657 -0.0249 0.0 0.2 0.7
O 1.0813 -1.3615 0.6940 -0.2 0.4 -0.2
O 0.3005 0.7615 2.0728 -0.1 -0.1 -0.4
H -2.4873 0.9061 0.1177 0.6 0.1 0.3
H 0.8153 -1.2679 1.6217 0.1 0.1 0.0
H -0.1735 1.4910 2.4835 0.0 0.0 0.0
H -0.9722 -1.5712 -1.0610 0.0 0.1 0.1
H 1.2873 -1.2050 -1.8051 -0.1 0.0 0.1
H 0.8449 0.5054 -1.9995 0.0 0.0 0.0
H 0.1465 1.8263 0.2661 0.1 0.0 0.0
```
Positions in Å, forces in eV/Å.

Atomic partial charges in e from the Mulliken method, atoms 1 to 2: atom 1 (C): -0.45, atom 2 (N): -0.47



A structure of composition C28H31BrCl3N2O3RhSb, computed with ωB97M-V with the def2-TZVPD basis set.

E_LUMO   -3.916 eV
E_tot   -155808.990 eV
Total charge   +1
Kohn-Sham gap   0.250 Eh
2S+1   1

```
70
Properties=species:S:1:pos:R:3:forces:R:3
Rh -0.5722 1.0887 0.0891 0.7 -0.6 0.1
O -2.6366 1.0512 3.8164 0.0 0.0 0.0
C -3.9203 1.2254 3.3900 0.0 0.0 0.0
C -4.9412 1.5507 4.2724 0.0 0.0 0.0
C -6.2379 1.7169 3.8109 0.0 0.0 0.0
C -6.5306 1.5565 2.4658 0.0 0.0 0.0
C -5.5068 1.2289 1.5905 0.0 0.0 0.0
C -4.2013 1.0594 2.0313 0.0 0.0 0.0
C -3.1233 0.7425 1.0312 0.1 0.0 0.1
O -2.1924 1.7725 0.9515 -0.2 -0.2 0.1
N -2.4006 -0.4919 1.4397 0.1 0.1 -0.1
N -1.0619 -0.4497 1.2895 -0.3 0.1 -0.1
C -0.2753 -1.2653 1.8811 0.0 0.0 0.1
C 1.1557 -1.0007 1.9834 0.1 0.0 0.1
Br 1.5341 0.8613 2.2535 -0.3 0.1 -0.3
C 2.0577 -1.9803 2.0654 0.0 0.0 0.1
C 3.5000 -2.0029 2.3043 0.1 0.0 -0.1
C 4.2041 -3.0926 1.7823 0.0 0.0 0.0
C 5.5801 -3.1756 1.9070 0.0 0.0 0.0
C 6.2712 -2.1802 2.5837 0.0 0.0 0.0
C 5.5780 -1.1123 3.1381 0.0 0.0 0.0
C 4.2034 -1.0190 2.9998 0.0 0.1 0.0
H -2.5960 1.2252 4.7632 0.0 0.0 0.0
H -4.7165 1.6759 5.3261 0.0 0.0 0.0
H -7.0215 1.9725 4.5118 0.0 0.0 0.0
H -7.5407 1.6861 2.1034 0.0 0.0 0.0
H -5.7179 1.1023 0.5341 0.0 0.0 0.0
H -3.6095 0.5546 0.0648 0.0 0.0 0.0
H -2.8499 -1.3958 1.4195 0.0 0.0 0.0
H -0.6945 -2.0878 2.4545 0.0 0.0 0.0
H 1.6283 -2.9669 1.8984 0.0 0.0 0.0
H 3.6632 -3.8769 1.2644 0.0 0.0 0.0
H 6.1103 -4.0200 1.4874 0.0 0.0 0.0
H 7.3456 -2.2437 2.6929 0.0 0.0 0.0
H 6.1113 -0.3473 3.6867 0.0 0.0 0.0
H 3.6855 -0.1835 3.4489 0.0 -0.1 0.0
Cl -4.5181 3.8178 -4.9538 0.0 0.0 0.0
C -3.6640 2.7823 -3.8673 0.0 0.0 0.0
C -2.6142 3.2914 -3.1229 0.0 0.0 0.0
C -1.9651 2.4255 -2.2682 0.1 0.0 0.0
Cl -0.6168 3.0163 -1.3005 0.1 0.2 -0.1
C -2.2947 1.0859 -2.1031 0.1 -0.1 0.1
O -1.6272 0.2444 -1.3006 -0.3 0.3 -0.2
C -3.3681 0.6221 -2.8704 0.0 0.0 0.0
Cl -3.8309 -1.0337 -2.7097 0.0 0.0 0.0
C -4.0428 1.4539 -3.7448 0.0 0.0 0.0
H -2.3220 4.3288 -3.2036 0.0 0.0 0.0
H -4.8669 1.0655 -4.3260 0.0 0.0 0.0
C 1.3824 1.5247 -4.1434 0.0 0.0 0.0
C 0.8470 0.2492 -3.4995 0.0 0.0 0.0
Sb 1.3543 -0.0500 -1.4419 -0.1 0.2 0.0
C 1.2501 -2.1854 -1.4703 0.0 0.0 0.1
C 2.4965 -2.8391 -2.0571 0.0 0.0 0.0
C 3.4450 0.3817 -1.6167 0.0 0.0 0.0
C 4.3156 0.1271 -0.3943 0.0 0.0 0.0
H 1.0621 1.5866 -5.1844 0.0 0.0 0.0
H 2.4729 1.5536 -4.1396 0.0 0.0 0.0
H 1.0264 2.4218 -3.6393 0.0 0.0 0.0
H 1.2436 -0.6319 -4.0100 0.0 0.0 0.0
H -0.2381 0.1881 -3.5670 0.0 0.0 0.0
H 0.3637 -2.4010 -2.0693 0.0 0.0 0.0
H 1.0514 -2.5395 -0.4588 0.0 0.0 -0.1
H 2.7130 -2.4755 -3.0632 0.0 0.0 0.0
H 2.3626 -3.9196 -2.1291 0.0 0.0 0.0
H 3.3774 -2.6549 -1.4396 0.0 0.0 0.0
H 3.5023 1.4240 -1.9340 0.0 0.0 0.0
H 3.7721 -0.2251 -2.4638 0.0 0.0 0.0
H 4.0339 0.7644 0.4422 0.0 0.0 0.0
H 5.3627 0.3292 -0.6258 0.0 0.0 0.0
H 4.2518 -0.9070 -0.0575 0.0 0.0 0.0
```
Positions in Å, forces in eV/Å.

Atomic partial charges in e from the Mulliken method, atoms 1 to 2: atom 1 (Rh): -0.35, atom 2 (O): -0.47



A structure of composition C49H59AsBrGe2N5O2S4Si3Ti, computed with ωB97M-V with the def2-TZVPD basis set.

E_LUMO (spin up / spin down)   0.791 / 0.787 eV
<S²>   0.758
E_tot   -397323.092 eV
Total charge   -1
Kohn-Sham gap (spin up / spin down)   0.150 / 0.149 Eh
2S+1   2

```
127
Properties=species:S:1:pos:R:3:forces:R:3
Ti -0.4067 0.5120 0.0277 -1.6 -2.0 -3.0
Br -5.0377 6.3220 1.7681 0.0 0.0 0.1
C -4.1514 4.8235 0.9976 0.0 0.1 0.1
C -3.9594 4.7919 -0.3718 -0.1 0.1 0.2
C -3.3145 3.7143 -0.9375 0.2 -0.4 0.1
C -2.8729 2.6362 -0.1450 -0.3 0.6 0.4
C -3.0703 2.7118 1.2410 0.0 -0.1 -0.4
C -3.6930 3.8003 1.8125 -0.2 0.2 0.0
N -2.1936 1.5752 -0.6897 1.6 -1.2 0.6
C -2.4571 1.2368 -1.9492 0.0 -0.7 -2.0
C -1.5383 0.4837 -2.6782 -1.4 1.2 0.4
C -1.8383 0.0266 -3.9865 0.3 -0.5 -0.6
C -0.8909 -0.6118 -4.7303 -1.0 0.4 0.1
C 0.3820 -0.7744 -4.1612 0.6 0.3 1.2
C 0.5915 -0.3789 -2.8580 1.2 -0.6 -1.8
N -0.3175 0.2363 -2.0886 -0.4 0.5 1.9
H -4.2982 5.6085 -0.9901 0.0 0.1 0.0
H -3.0990 3.7234 -1.9964 0.0 -0.1 0.0
H -2.7345 1.8957 1.8660 -0.1 0.1 0.0
H -3.8146 3.8563 2.8847 -0.1 0.0 0.1
H -3.3846 1.5353 -2.4349 0.0 -0.1 0.1
H -2.8353 0.1997 -4.3604 -0.1 0.0 -0.1
H -1.1088 -0.9986 -5.7161 0.0 0.1 -0.1
H 1.1704 -1.2627 -4.7067 0.2 -0.1 0.0
H 1.5636 -0.5713 -2.4121 -0.2 0.0 0.0
C 7.5317 1.0630 5.4238 0.2 -0.3 0.1
O 6.6786 2.0788 4.9678 -0.7 0.3 0.1
C 5.3944 2.1334 5.4538 0.2 0.1 -0.2
C 4.8932 1.3694 6.5024 0.5 -0.1 -0.2
C 3.5787 1.5197 6.8986 -0.6 0.3 -0.2
C 2.7132 2.3951 6.2331 1.8 -0.6 -1.1
C 3.2382 3.1608 5.1735 -0.3 0.0 0.3
C 4.5567 3.0503 4.8152 0.3 -0.1 0.1
N 1.4702 2.6401 6.7524 -1.9 1.1 0.4
N 0.4779 3.0096 6.0686 0.2 -0.4 2.7
C 0.2499 2.7214 4.7694 -0.2 0.2 -2.5
C -0.3307 3.7240 3.9723 0.7 -0.6 1.2
C -0.4579 3.5929 2.6068 0.0 -1.0 -1.2
C -0.1427 2.3718 1.9941 0.0 1.0 0.8
O -0.0760 2.1471 0.6923 0.5 3.0 1.9
C 0.0993 1.2569 2.8280 0.2 -0.1 0.5
N 0.0369 0.0584 2.1933 0.3 -0.1 1.2
C 0.3631 -1.0260 2.8980 -0.4 0.5 -1.1
C 0.7213 -0.9714 4.2326 0.1 0.7 0.9
C 0.7349 0.2427 4.9055 0.0 -0.8 -0.3
C 0.4175 1.4111 4.2049 -0.3 0.4 -0.3
H 8.4359 1.1495 4.8214 -0.1 -0.1 0.1
H 7.0922 0.0707 5.2743 0.0 0.0 0.0
H 7.7980 1.1877 6.4800 -0.1 0.0 -0.1
H 5.5202 0.6627 7.0258 0.1 0.0 0.0
H 3.1880 0.9408 7.7220 0.0 0.0 0.1
H 2.6004 3.8729 4.6682 0.0 0.0 0.0
H 4.9744 3.6482 4.0188 0.0 0.0 -0.1
H -0.5707 4.6631 4.4451 0.0 0.1 0.1
H -0.8179 4.4158 2.0015 0.0 -0.1 0.0
H 0.3489 -1.9750 2.3710 -0.1 0.1 0.0
H 0.9683 -1.8883 4.7424 0.0 -0.1 0.1
H 0.9704 0.2683 5.9584 0.0 0.1 0.1
S 2.8833 -3.7277 -0.7515 -0.3 0.0 -0.1
As 1.1759 -2.7290 -0.1345 0.4 -1.0 0.0
S 1.7971 -0.4042 0.0998 0.7 0.1 -0.3
S -0.4649 -2.8553 -1.8457 0.1 -0.5 -0.4
S -0.0444 -4.1967 -3.2093 0.1 0.2 0.4
Ge -2.2540 -1.2047 0.3758 -1.7 -1.0 0.2
C -2.3432 -3.1218 0.9624 0.4 0.5 0.0
C -2.6950 -4.1151 0.0568 -0.1 0.1 -0.1
C -2.7062 -5.4481 0.4206 0.0 -0.2 -0.1
C -2.3759 -5.8128 1.7145 0.0 -0.2 0.0
C -2.0585 -4.8349 2.6410 0.1 -0.1 0.2
C -2.0396 -3.5045 2.2626 0.0 0.1 0.0
C -3.5777 -0.4860 1.6937 0.5 0.0 0.0
C -3.1995 -0.2075 3.0035 0.1 -0.1 0.1
C -4.0931 0.3153 3.9202 0.0 0.1 0.2
C -5.3977 0.5759 3.5402 -0.2 0.1 0.1
C -5.7963 0.3073 2.2419 -0.1 0.1 0.0
C -4.8909 -0.2128 1.3346 0.0 -0.1 -0.3
H -3.2608 -1.3581 -0.8203 0.3 0.2 -0.1
H -2.9659 -3.8309 -0.9517 0.0 -0.1 -0.1
H -2.9589 -6.2028 -0.3123 0.0 -0.1 0.0
H -2.3684 -6.8564 1.9967 0.0 -0.1 0.0
H -1.8130 -5.1103 3.6581 0.0 0.0 0.1
H -1.8051 -2.7497 3.0031 0.0 0.0 0.1
H -2.1801 -0.3898 3.3221 0.0 0.0 0.1
H -3.7663 0.5319 4.9284 0.0 0.0 0.1
H -6.0990 0.9900 4.2514 -0.1 0.0 0.0
H -6.8141 0.5083 1.9333 0.0 0.0 0.0
H -5.2016 -0.4168 0.3170 -0.1 0.0 0.0
C 4.2438 -1.2311 -3.1387 -0.2 0.6 0.4
Si 4.0850 0.6547 -2.8769 0.2 0.1 -0.6
C 3.1766 1.4373 -4.3787 0.2 -0.2 0.7
C 5.8363 1.4245 -2.8302 -0.6 -0.2 0.1
Ge 3.0805 1.3026 -0.7320 0.2 -0.1 -0.2
Si 1.9716 3.4892 -0.8038 0.4 0.8 -0.6
C 0.3545 3.7045 -1.8017 0.4 -0.4 0.6
C 3.3242 4.3701 -1.8451 -0.3 -0.5 0.2
C 2.1102 4.4685 0.8384 -0.3 -0.5 -0.4
Si 4.6346 0.9333 1.1148 0.2 -0.1 0.2
C 5.8702 2.3773 1.3375 -0.4 -0.6 -0.1
C 3.6316 0.7382 2.7236 0.1 0.0 -0.7
C 5.5298 -0.7240 0.7690 -0.4 0.7 0.0
H 5.0552 -1.4772 -3.8176 0.2 0.2 -0.2
H 3.3375 -1.6666 -3.5489 -0.2 0.0 0.0
H 4.4330 -1.7410 -2.1971 0.0 -0.1 0.1
H 3.6227 1.1179 -5.3153 0.2 -0.2 -0.2
H 3.2233 2.5211 -4.3513 0.1 0.2 0.0
H 2.1280 1.1575 -4.4006 -0.1 -0.1 0.0
H 6.3538 1.2947 -3.7742 0.1 -0.1 -0.3
H 6.4397 0.9698 -2.0525 0.2 -0.1 0.2
H 5.7828 2.4886 -2.6251 0.0 0.3 0.0
H 0.4579 3.2930 -2.8038 0.1 -0.1 -0.1
H 0.0829 4.7531 -1.8927 0.1 0.3 0.0
H -0.4633 3.1922 -1.3059 -0.1 0.0 -0.1
H 3.4245 3.9391 -2.8332 0.0 -0.1 -0.3
H 4.2858 4.2782 -1.3500 0.3 0.0 0.1
H 3.1177 5.4267 -1.9689 -0.2 0.3 0.0
H 1.1822 4.4928 1.3919 0.0 0.0 0.0
H 2.4068 5.4959 0.6482 0.1 0.2 -0.2
H 2.8588 4.0191 1.4872 0.2 -0.1 0.1
H 5.3487 3.3267 1.4086 -0.2 0.2 0.0
H 6.5635 2.4412 0.5069 0.1 0.0 -0.3
H 6.4440 2.2460 2.2475 0.2 -0.1 0.3
H 3.0119 1.6115 2.9103 -0.1 0.1 0.0
H 4.2630 0.5966 3.5934 0.3 0.0 0.1
H 2.9784 -0.1251 2.6478 -0.1 -0.1 -0.1
H 6.2070 -0.6546 -0.0770 0.1 0.1 -0.2
H 4.7934 -1.4926 0.5396 -0.2 -0.1 0.0
H 6.1024 -1.0651 1.6260 0.1 0.0 0.3
```
Positions in Å, forces in eV/Å.

Atomic partial charges in e from the Mulliken method, atoms 1 to 2: atom 1 (Ti): -2.38, atom 2 (Br): -0.24